One molecule with the formula C8H5F2NO, computed with ωB97M-V/def2-TZVPD.

Properties
Maximum force: 5.1 eV Å⁻¹
Total energy: -637.3264 a.u.
2S+1: 3
⟨S²⟩: 2.0654
Molar mass: 169.130 g mol⁻¹
Energy above the lowest of the compared OMol25 structures with the same formula, charge and spin: 53.0 kcal per mole

Geometry as XYZ:
```
17
Properties=species:S:1:pos:R:3:forces:R:3:nbo_charge:R:1
F 2.94791 -0.11770 -1.17824 0.88 0.62 1.45 -0.3251
F 3.55579 -0.09493 1.01544 -0.22 -0.25 -0.82 -0.2875
O 1.69460 -1.14079 0.25629 2.02 -0.23 1.49 -0.4961
N 0.95509 1.49706 0.26979 -3.25 -3.92 -0.59 -0.4230
C -0.05001 0.55087 0.02943 0.86 -2.13 0.43 0.0429
C 0.94442 2.69622 0.36686 2.35 2.73 0.37 0.0941
C -0.59602 -1.83994 0.09163 0.39 1.29 0.53 -0.2805
C 2.58222 -0.11474 0.13383 -1.82 -0.57 -1.65 0.9789
C -1.91251 -1.42171 -0.11085 -1.23 -1.91 -0.40 -0.2270
C -1.41943 0.84921 -0.24245 0.36 -2.57 -0.11 -0.2560
C -2.40998 -0.20339 -0.38844 2.38 2.46 0.83 -0.2084
C 0.37947 -0.89274 0.19279 -2.53 3.39 -1.32 0.3036
H -2.59501 -2.23351 -0.11684 -0.72 -0.72 -0.05 0.2000
H -1.74693 1.80814 -0.43204 -0.18 2.19 -0.17 0.2063
H -3.46245 0.02083 -0.59517 0.60 -0.17 0.10 0.2266
H -0.49151 -2.88041 0.25377 0.73 -0.77 0.01 0.2290
H 1.62435 3.51755 0.45421 -0.62 0.59 -0.09 0.2222
```
Forces are in eV/Å.